The following is a quantum chemistry calculation of 13 unconnected molecules or ions with the total composition C44H96N8O18 at a distorted geometry, from the Open Molecules 2025 dataset.

LUMO energy, eV: 0.124
HOMO level, eV: -8.55
Energy above the lowest of the compared OMol25 structures with the same formula, charge and spin, eV: 0.000
Frontier orbital gap, Ha: 0.3188

The geometry in XYZ format:
```
166
Properties=species:S:1:pos:R:3:forces:R:3
C 2.71622 -0.91139 4.05093 0.6 0.2 0.1
O 3.10091 -0.04020 4.84781 -0.8 -1.1 -1.1
N 3.33861 -2.14076 3.91702 -0.9 2.5 0.4
C 4.38924 -2.39869 4.83334 0.3 -0.8 1.9
C 2.91701 -3.19312 3.05413 0.4 -0.4 -1.4
H 1.85107 -0.72151 3.35177 0.6 -0.5 0.5
H 4.21978 -3.40019 5.30586 0.2 0.7 -0.2
H 4.39124 -1.62287 5.61825 0.0 -0.4 -0.4
H 5.37661 -2.42480 4.40518 0.4 0.1 -0.5
H 1.84578 -3.27493 3.02157 -0.6 0.1 -0.2
H 3.31822 -3.11787 1.99944 -0.6 -0.1 1.1
H 3.29209 -4.11022 3.49623 0.0 -0.3 -0.2
C 5.93065 -1.11447 -1.02822 -1.1 0.5 0.3
O 5.42877 -1.02137 -2.14545 0.7 0.2 0.2
N 5.55108 -2.06371 -0.15866 0.9 -1.1 0.7
C 6.09587 -2.22044 1.17005 0.7 0.1 0.5
C 4.61899 -3.12195 -0.50909 0.0 -0.4 0.7
H 6.58773 -0.33104 -0.55409 -0.1 -0.6 -0.6
H 6.86715 -2.99322 1.32355 -0.2 -0.2 -0.8
H 5.30839 -2.49922 1.86575 -0.1 0.4 0.1
H 6.61007 -1.32510 1.48961 -0.2 0.5 0.2
H 3.62427 -2.74573 -0.34503 -0.6 -0.1 0.1
H 4.70267 -3.37933 -1.53691 0.2 -0.2 -0.9
H 4.78982 -4.03491 0.12527 -0.1 1.0 -0.6
C 0.06522 2.42574 3.15138 0.2 -0.8 0.8
O 0.34073 3.31607 2.37421 -0.1 0.3 -0.4
N 0.26216 2.43112 4.49153 0.2 1.2 -0.5
C 0.86588 3.66729 5.03853 -0.9 0.1 -0.6
C -0.10888 1.29208 5.34392 -1.4 2.1 -0.4
H -0.32516 1.45261 2.83482 -0.2 -0.1 -0.3
H 1.77766 3.39562 5.53305 0.7 0.1 0.2
H 0.21436 4.20166 5.74907 0.0 -0.5 0.0
H 1.00285 4.38317 4.19105 0.2 -0.8 0.7
H -0.83921 1.75664 6.10490 1.1 -1.3 -0.7
H -0.59814 0.56625 4.68164 0.0 0.0 0.4
H 0.78041 0.86210 5.74667 0.5 -0.4 0.7
C 5.61415 3.65963 0.76403 0.4 -1.1 1.6
O 6.58775 3.37683 1.46234 -0.1 0.6 -1.1
N 4.36134 3.49000 1.20390 -1.1 -0.3 0.8
C 3.23974 3.64212 0.29948 0.7 0.0 0.1
C 4.02658 2.90413 2.51927 -0.2 0.9 -0.3
H 5.59528 4.00665 -0.27521 0.6 0.3 -0.1
H 3.52429 4.30790 -0.52472 -0.1 -0.5 -0.1
H 2.38743 4.09874 0.78948 -0.2 -0.1 0.2
H 3.02407 2.61665 0.01365 -0.7 0.1 -0.7
H 3.41619 1.98532 2.52478 0.5 0.1 -0.7
H 4.92930 2.77158 3.08543 0.4 -0.2 0.1
H 3.39507 3.63053 3.02924 0.0 0.1 0.2
C 1.17327 -4.96784 0.10548 0.0 0.3 0.6
O 2.25559 -5.22359 0.61326 -0.8 -0.1 -0.5
N -0.03948 -5.03072 0.73094 0.6 0.5 -1.7
C -1.24972 -4.56377 0.01992 1.1 -1.3 -0.5
C -0.23620 -5.47502 2.06434 -1.4 -0.7 0.6
H 1.00486 -4.59946 -0.92607 0.6 -0.2 0.1
H -1.64882 -3.78868 0.61694 -1.1 0.6 0.7
H -1.90482 -5.43757 -0.14568 -0.2 0.6 0.3
H -1.07422 -4.10444 -0.97188 0.5 -0.4 0.5
H 0.61575 -5.80239 2.63486 0.7 0.3 -0.4
H -0.78393 -4.73016 2.62565 0.1 0.5 0.4
H -0.92095 -6.33190 2.05965 0.0 -0.2 -0.1
C 0.31556 -1.56156 0.50783 0.2 1.5 -0.8
O 1.36070 -2.08187 0.08174 -1.9 0.6 0.9
N -0.06956 -0.26425 0.22139 -0.6 -0.6 0.3
C -1.38225 0.31250 0.62910 0.2 -0.1 -0.1
C 0.74076 0.59875 -0.59088 1.2 1.1 0.4
H -0.48600 -1.98857 1.15706 0.8 -0.5 -0.1
H -1.40143 1.39759 0.53540 0.7 0.0 0.1
H -1.63617 0.10824 1.66631 0.1 -0.4 0.0
H -2.21725 0.06141 -0.02134 0.1 -0.7 0.0
H 0.52448 0.61414 -1.64425 -0.7 -0.1 -0.6
H 0.61656 1.63689 -0.19553 0.3 -0.8 -0.3
H 1.80425 0.30749 -0.57021 -0.4 0.0 0.4
C -2.16584 -1.62106 3.74716 0.0 0.9 -1.6
O -0.96764 -1.87919 3.74267 -0.3 -0.1 0.1
N -2.99576 -1.64089 4.77928 1.6 -1.0 1.4
C -4.34798 -1.27449 4.72936 -2.0 0.1 1.3
C -2.47034 -2.01541 6.08781 0.7 0.8 0.3
H -2.70403 -1.24568 2.84236 0.3 -0.4 0.1
H -4.65545 -1.02967 3.72086 -0.1 -0.1 -0.2
H -4.53338 -0.38834 5.38398 0.1 -0.4 -0.5
H -4.98448 -2.09708 5.18847 0.5 0.8 -0.8
H -3.16294 -2.71859 6.53662 -0.2 0.1 0.4
H -1.49914 -2.55151 5.98071 -0.7 0.7 0.0
H -2.35357 -1.05552 6.70524 -0.1 -1.5 -0.5
C 0.56778 6.03035 -1.97571 0.3 0.1 -1.1
O 1.76164 6.21383 -2.07577 0.6 0.1 0.5
N -0.00613 4.85371 -2.25813 -2.5 -0.4 1.1
C 0.78722 3.68535 -2.37876 1.4 0.0 -1.4
C -1.44363 4.61903 -2.04109 0.6 0.6 0.0
H -0.13129 6.84597 -1.80427 -0.4 0.3 0.3
H 1.40015 3.45771 -1.52202 0.1 0.1 0.5
H 1.47741 3.89473 -3.21458 -0.1 -0.6 0.2
H 0.15956 2.83882 -2.58167 -0.2 -0.4 -0.3
H -1.98269 4.19808 -2.87235 0.3 -0.2 -0.8
H -1.66409 3.96159 -1.22803 0.4 -0.5 0.6
H -1.91728 5.54567 -1.81490 -0.3 0.9 0.2
O -0.31468 -1.87740 -7.38391 -1.5 0.6 -0.3
C 0.75045 -2.35653 -7.19727 2.2 -0.8 0.5
O 1.27679 -2.58326 -5.96277 0.0 0.2 -0.7
C 0.45396 -2.22309 -4.85891 -0.3 0.0 0.9
C 1.30869 -2.45578 -3.60529 -0.2 0.6 -0.7
C 1.74793 -2.78863 -8.25654 -0.2 0.8 0.4
H -0.35543 -2.93158 -4.82883 -0.7 -0.2 -0.1
H 0.01417 -1.21653 -5.00389 0.6 -0.5 0.3
H 2.21458 -1.87015 -3.71958 0.1 0.0 0.3
H 1.59801 -3.49900 -3.62260 0.1 -0.3 0.3
H 0.83121 -2.19830 -2.64941 0.0 -0.1 -0.4
H 2.76272 -2.62259 -7.89514 -0.1 -0.3 0.0
H 1.59170 -2.17691 -9.13377 -0.1 0.0 -0.3
H 1.57698 -3.82260 -8.50218 0.1 -0.4 -0.1
O -4.35464 -1.38409 1.10689 -0.4 -0.4 0.3
C -4.62354 -2.52528 0.80656 0.1 -0.5 -0.7
O -4.46821 -3.02087 -0.42701 0.1 0.9 -0.7
C -4.04759 -2.03342 -1.41925 -0.7 -0.8 -0.8
C -4.29619 -2.65599 -2.79064 0.4 0.7 -0.4
C -4.96951 -3.67459 1.70118 1.4 1.8 1.8
H -3.01301 -1.82011 -1.27672 0.8 0.3 0.3
H -4.63620 -1.13988 -1.27274 0.0 0.2 0.0
H -5.27146 -3.07298 -2.74644 -1.1 -0.3 -0.2
H -3.63616 -3.51038 -2.97412 0.2 0.4 -0.1
H -4.28599 -1.91290 -3.64701 0.3 -0.8 1.2
H -3.96172 -4.06725 1.85273 0.0 -0.6 0.1
H -5.59485 -4.43842 1.33053 -0.8 -0.5 -0.5
H -5.24001 -3.25565 2.68261 -0.3 -0.4 -0.4
O 1.20249 0.94642 -4.43690 0.5 0.2 -1.5
C 1.79494 1.02257 -5.51230 0.1 0.0 1.2
O 3.09020 0.72378 -5.66820 0.5 0.0 1.5
C 3.83896 0.44171 -4.38760 -1.5 -0.4 -0.5
C 4.16296 1.65806 -3.60352 -0.5 2.0 0.6
C 1.25227 1.46454 -6.84039 -0.1 -1.0 0.5
H 4.70627 -0.13345 -4.66867 0.1 0.0 -0.3
H 3.17368 -0.15798 -3.76246 0.3 -0.2 -0.3
H 4.89996 1.37196 -2.84578 0.1 0.2 -0.3
H 3.27593 2.05749 -3.02184 0.8 -0.6 -0.8
H 4.51508 2.51859 -4.22866 0.0 -0.8 0.5
H 1.55891 0.69813 -7.54164 0.4 0.3 -0.5
H 1.57883 2.46444 -7.05843 0.4 0.3 -0.4
H 0.19494 1.42972 -6.85301 -1.2 0.2 0.3
O -5.70091 3.61948 2.21942 -1.6 1.2 -0.8
C -4.86286 2.83778 2.47061 2.8 -2.2 2.0
O -3.63041 2.74422 1.85438 -1.6 0.2 0.1
C -3.41758 3.79423 0.89558 -0.1 -0.3 0.0
C -2.96587 5.04839 1.59434 1.2 0.5 -1.0
C -4.82081 1.88623 3.69731 -0.8 1.1 0.0
H -4.32770 3.98351 0.30380 0.2 -0.2 0.3
H -2.67408 3.35915 0.22753 0.0 0.3 0.1
H -2.77238 5.75460 0.78035 0.1 0.2 0.1
H -1.99105 4.93557 2.09966 -0.5 -0.2 0.0
H -3.68974 5.53585 2.22794 -0.4 -0.3 0.3
H -5.51927 1.05583 3.64059 0.3 -0.3 -0.7
H -5.28279 2.43052 4.55547 0.9 0.0 -0.5
H -3.77413 1.58787 3.84612 -0.6 -0.1 0.2
O -2.54360 1.73149 -1.83287 0.1 0.4 0.3
C -2.93476 1.04231 -2.73424 -0.1 -0.7 -0.9
O -4.23689 0.91455 -3.07607 0.1 0.6 0.9
C -5.14502 1.81724 -2.34874 0.2 -0.2 -0.3
C -5.44375 1.46717 -0.89490 1.0 0.7 -0.7
C -2.02767 0.20263 -3.61726 -0.2 1.4 0.4
H -5.97657 1.84788 -3.01609 -0.9 -0.2 -0.1
H -4.74514 2.82079 -2.38029 0.5 0.2 0.0
H -4.47005 1.30396 -0.43848 -0.1 -0.3 0.4
H -6.11629 0.65349 -0.72460 -0.3 -0.6 0.0
H -5.83602 2.37008 -0.43625 -0.3 0.0 0.1
H -2.56180 -0.20284 -4.45419 -0.1 -0.5 -0.2
H -1.55363 -0.50930 -2.97064 0.2 -0.8 0.1
H -1.22305 0.84949 -3.97757 0.0 0.0 0.0
```
Forces are in eV/Å.

Mulliken atomic charge list, values in e, 99 entries: C 0.376; O -0.749; N 0.218; C -1.033; C -0.665; H 0.356; H 0.367; H 0.310; H 0.262; H 0.329; H -0.238; H 0.324; C 0.194; O -0.629; N 0.311; C -0.438; C -1.005; H 0.290; H 0.317; H -0.133; H 0.326; H 0.049; H 0.485; H 0.427; C 1.091; O -0.843; N 0.241; C -1.078; C -0.561; H -0.313; H 0.351; H 0.309; H 0.265; H 0.307; H -0.142; H 0.289; C 0.186; O -0.650; N 0.125; C -0.752; C -0.858; H 0.302; H 0.228; H 0.159; H 0.329; H 0.193; H 0.374; H 0.290; C 0.289; O -0.622; N 0.313; C -0.678; C -0.880; H 0.161; H -0.126; H 0.514; H 0.097; H 0.352; H 0.126; H 0.340; C -0.006; O -0.408; N 1.355; C 1.062; C -0.847; H -0.075; H -0.306; H -0.845; H -0.499; H 0.185; H 0.059; H 0.262; C 1.188; O -0.756; N 0.268; C -0.760; C -0.997; H -0.373; H 0.017; H 0.342; H 0.326; H 0.391; H 0.225; H 0.264; C 0.039; O -0.568; N 0.245; C 0.285; C -0.326; H 0.328; H -0.553; H 0.398; H -0.078; H 0.215; H -0.067; H 0.417; O -0.542; C 0.708; O -0.365

---

The following is a quantum chemistry calculation of 2 unconnected molecules or ions with the total composition C23H38BF7IN6O13PS2 at a distorted geometry, from the Open Molecules 2025 dataset.

LUMO energy, eV: -0.607
SMILES string: CC(=O)OCCC[C@]1(S(=O)(=O)C(F)(F)C(F)(F)F)OS(=O)(=O)[C@H](C(=O)NC(=O)F)[C@@H](I)[C@]1(B(O)N(C)C)C(=O)NC(=O)F.CN(C)P(=O)(N(C)C)N(C)C
HOMO level, eV: -8.33
Frontier orbital gap, Ha: 0.2840

The geometry in XYZ format:
```
92
Properties=species:S:1:pos:R:3:forces:R:3
C -3.69989 -0.06823 3.63988 0.6 0.6 0.4
C -2.69327 -1.18605 3.73033 -0.9 -0.3 0.7
O -3.03102 -2.27652 4.10152 0.3 -0.3 -0.4
O -1.40659 -0.87998 3.41432 -0.6 0.0 -0.6
C -0.79753 -1.76284 2.47115 0.8 0.4 -0.2
C -0.87454 -1.14946 1.06041 0.1 0.2 0.9
C 0.37045 -1.57498 0.27376 -0.4 0.6 -0.3
C 0.27687 -1.78270 -1.26552 0.7 -0.1 1.6
S 2.08125 -1.65885 -1.72926 2.0 -2.2 -0.2
O 2.42723 -2.33471 -2.94603 -1.2 0.9 -0.9
O 2.90121 -2.10707 -0.64441 -0.5 0.8 0.9
C 2.48635 0.14359 -1.96621 0.1 0.9 -0.6
F 3.82196 0.16687 -2.05568 -0.2 -0.5 0.1
F 2.15089 0.88855 -0.90299 -0.3 -0.3 0.0
C 1.91385 0.82934 -3.27906 0.1 0.7 0.0
F 2.92557 1.37865 -3.95767 -0.2 -0.3 0.1
F 1.27572 -0.01310 -4.09362 0.1 0.1 0.2
F 1.09123 1.81965 -2.92425 0.0 -0.4 -0.2
O -0.27075 -0.65297 -1.93640 -0.7 -0.7 0.4
S -1.87388 -0.48797 -2.04661 -2.5 2.1 -1.2
O -2.15013 -0.03016 -3.36329 0.8 -0.6 -0.5
O -2.41664 0.40109 -1.06246 0.9 -0.6 1.2
C -2.69335 -2.09071 -1.82600 1.3 -1.4 0.8
C -4.02369 -1.92420 -1.08781 -0.1 0.4 -0.6
O -5.00311 -1.70158 -1.73469 -0.2 -0.3 0.0
N -4.06716 -2.09427 0.33229 -0.4 1.3 -0.3
C -5.43914 -2.07447 0.74103 -0.4 -0.7 0.4
O -6.06433 -3.01319 1.05478 -0.1 -0.5 -0.1
F -5.97545 -0.85545 0.80814 0.5 0.5 0.0
C -1.81821 -3.24717 -1.22233 0.0 1.0 -0.5
I -2.77424 -5.04687 -1.91988 -0.1 0.0 0.3
C -0.31405 -3.14571 -1.66094 -0.9 -1.1 -0.4
B -0.35568 -3.50330 -3.25895 1.0 -0.4 -0.7
O -0.76884 -2.53067 -4.15919 0.1 0.0 0.7
N 0.05505 -4.81389 -3.77354 -0.6 0.6 -0.6
C 1.43041 -4.75430 -4.34025 0.2 -0.6 0.1
C -0.83375 -5.13390 -4.92494 0.4 -0.1 -0.2
C 0.46243 -4.30061 -1.00061 0.3 0.2 0.6
O 1.56209 -4.60527 -1.33768 0.0 0.0 -0.3
N -0.17294 -5.00379 0.12446 0.7 0.3 0.0
C 0.21320 -6.36796 0.13383 -0.5 -0.6 -0.1
O -0.46862 -7.24594 -0.24262 -0.3 -0.4 -0.4
F 1.41029 -6.63569 0.64856 0.3 0.6 0.4
H -4.26872 -0.01879 4.56485 0.0 -0.2 0.1
H -4.41677 -0.27694 2.85017 0.0 0.1 -0.2
H -3.21465 0.89669 3.51189 -0.1 0.0 -0.3
H 0.25833 -1.77479 2.74127 0.0 -0.3 0.2
H -1.21013 -2.77067 2.51263 -0.1 0.0 0.2
H -0.83015 -0.07519 1.22980 -0.1 0.1 -0.2
H -1.84124 -1.35163 0.63109 0.1 -0.2 -0.3
H 0.82251 -2.44804 0.74052 0.1 -0.2 -0.3
H 1.09623 -0.77945 0.42827 0.1 0.0 0.1
H -2.97250 -2.41217 -2.82413 0.1 0.5 -0.3
H -3.68879 -1.21798 0.70876 0.4 -0.2 0.0
H -1.91404 -3.29220 -0.14570 0.0 0.0 0.1
H 0.01144 -1.99731 -4.37117 -0.3 0.3 -0.2
H 1.71198 -3.75826 -4.68399 0.1 0.0 0.1
H 2.17180 -5.15050 -3.65345 0.0 0.3 0.2
H 1.46637 -5.39151 -5.22254 -0.1 -0.1 0.0
H -0.77725 -6.20474 -5.12013 -0.2 -0.1 0.1
H -0.49480 -4.63748 -5.83786 -0.1 0.2 0.0
H -1.85989 -4.82161 -4.76202 -0.1 -0.2 0.1
H 0.20205 -4.57520 0.97160 -0.1 0.1 0.0
O -0.18106 3.62152 2.37719 1.8 -2.8 1.0
P 1.21960 4.16385 2.29563 -1.1 5.7 -1.6
N 1.13745 5.40698 3.47382 0.1 0.0 0.1
C 0.99394 6.83196 3.30551 0.2 0.2 -0.2
C 1.04686 4.96518 4.85484 0.0 -0.5 -0.1
N 1.16935 4.65834 0.64283 -0.7 -0.4 -0.3
C 1.48880 5.98065 0.15411 0.7 0.0 -0.1
C 0.10398 4.08949 -0.18063 -0.3 0.0 0.1
N 2.91804 4.15443 2.27305 -0.2 -2.2 0.1
C 3.82922 5.09486 2.89037 0.0 0.1 0.7
C 3.54907 3.28717 1.27967 0.0 -0.1 0.0
H 1.83648 7.36888 3.76689 -0.1 0.0 0.0
H 0.07144 7.20136 3.76731 0.0 -0.1 0.0
H 0.96912 7.14266 2.26581 0.0 -0.2 0.0
H 1.99349 4.52191 5.19860 -0.1 0.0 0.1
H 0.26231 4.21211 4.98009 0.0 0.0 0.0
H 0.81334 5.79287 5.52248 0.0 0.1 -0.1
H 0.64447 6.67464 0.25266 0.0 0.0 0.0
H 1.74550 5.93820 -0.90934 -0.1 -0.1 0.0
H 2.36575 6.40873 0.64207 -0.1 0.0 0.2
H -0.85392 4.59777 -0.01818 0.0 -0.1 0.0
H -0.03471 3.03203 0.02574 -0.1 0.0 0.1
H 0.36062 4.17958 -1.23966 0.2 0.1 0.1
H 3.83744 6.05946 2.37471 -0.1 0.0 0.0
H 4.84790 4.70293 2.86732 -0.1 -0.2 -0.2
H 3.60818 5.25882 3.94366 -0.1 0.1 -0.1
H 3.75418 3.82639 0.34998 0.0 0.0 0.0
H 2.89686 2.44632 1.04950 0.0 0.0 -0.1
H 4.48527 2.86549 1.65251 0.0 0.1 0.1
```
Forces are in eV/Å.

So, what does the Mulliken scheme give us? The charges, in e, come out as: C -0.838; C 0.810; O -0.557; O -0.369; C -1.164; C 0.682; C -1.338; C 0.686; S 1.189; O -0.602; O -0.695; C 0.549; F -0.296; F -0.138; C 0.717; F -0.284; F -0.173; F -0.204; O -0.246; S 2.049; O -0.842; O -0.769; C 0.568; C -1.053; O -0.526; N 0.138; C 0.632; O -0.475; F -0.223; C -3.035; I 0.229; C 2.216; B 0.843; O -0.549; N -0.120; C -1.106; C -1.226; C -2.050; O -0.509; N 0.282; C 0.604; O -0.430; F -0.222; H 0.376; H 0.122; H 0.278; H 0.355; H 0.513; H 0.794; H -1.342; H 0.754; H 0.861; H 1.300; H -0.003; H 1.017; H 0.375; H 0.253; H 0.223; H 0.531; H 0.274; H 0.428; H 0.406; H 0.313; O -0.932; P 0.838; N 0.232; C -0.922; C -1.141; N 0.414; C -1.155; C -0.936; N 0.047; C -0.876; C -0.877; H 0.333; H 0.351; H 0.232; H 0.323; H 0.269; H 0.412; H 0.323; H 0.367; H 0.264; H 0.306; H 0.086; H 0.337; H 0.237; H 0.375; H 0.263; H 0.287; H 0.079; H 0.483

---

Electronic energy? In order: -3526.51606 -4365.13521 Ha.